DFT (ωB97M-V with the def2-TZVPD basis set) results for C3H6O in the gas phase at a distorted geometry.

Each atom is followed by the atoms it is bonded to, with distances in Å.
Cartesian coordinates (Å):
1 C -0.782 -0.626 0.203  C2 1.507, C3 1.639, H5 1.097, H6 1.083
2 C -0.483 0.851 0.187  C1 1.507, C3 1.467, H7 1.180, H8 1.095
3 C 0.564 0.044 -0.448  C1 1.639, C2 1.467, O4 1.343, H9 1.116
4 O 1.716 -0.035 0.238  C3 1.343, H10 1.041
5 H -0.824 -0.994 1.236  C1 1.097
6 H -1.435 -1.126 -0.502  C1 1.083
7 H -1.275 1.362 -0.524  C2 1.180
8 H -0.329 1.382 1.132  C2 1.095
9 H 0.474 -0.040 -1.557  C3 1.116
10 H 2.373 -0.817 0.036  O4 1.041

Summary:
SMILES string: OC1CC1
Energy in eV: -5253.6151
2S+1: 1